{"formula": "C32H58BIN3O11S2", "method": "the ωB97M-V functional and the def2-TZVPD basis", "elements": ["I", "S", "S", "O", "O", "O", "O", "O", "O", "O", "O", "O", "O", "O", "N", "N", "N", "C", "C", "C", "C", "C", "C", "C", "C", "C", "C", "C", "C", "C", "C", "C", "C", "C", "C", "C", "C", "C", "C", "C", "C", "C", "C", "C", "C", "C", "C", "C", "C", "B", "H", "H", "H", "H", "H", "H", "H", "H", "H", "H", "H", "H", "H", "H", "H", "H", "H", "H", "H", "H", "H", "H", "H", "H", "H", "H", "H", "H", "H", "H", "H", "H", "H", "H", "H", "H", "H", "H", "H", "H", "H", "H", "H", "H", "H", "H", "H", "H", "H", "H", "H", "H", "H", "H", "H", "H", "H", "H"], "positions_angstrom": [[0.58207, 5.75869, -4.33215], [-1.93843, -5.43452, 1.93773], [-4.47112, -3.96071, 1.82123], [3.98320, -4.33613, 4.70204], [3.37134, 5.58165, 3.47678], [4.66436, -3.58249, 2.69770], [3.03907, 0.71295, 2.51155], [1.16412, 5.85510, 3.86434], [1.91220, -0.35254, -3.16865], [1.24217, -0.81744, 2.29610], [2.30214, 4.19168, 4.87990], [-0.93672, -0.30980, -5.57568], [0.66966, 3.81986, 0.36637], [5.87549, -5.14997, 3.78199], [1.85981, 1.57540, -1.59358], [-2.29264, -3.51992, 0.02809], [2.01857, 0.46697, 0.23574], [2.09215, -2.07278, -0.53393], [-1.86896, 0.67650, -5.13572], [1.86480, 3.08918, 0.52758], [1.70783, 2.52846, -2.72493], [-0.32083, -2.80680, -1.31143], [-3.35324, -1.36513, -2.02988], [0.39797, 0.02384, -5.16762], [-4.79834, -2.15710, 1.97021], [3.16119, -3.21609, 4.38773], [-4.01171, -1.57873, 3.21517], [-3.05028, -0.40643, -0.81779], [-2.79119, -4.25168, 1.15602], [4.93535, -4.42977, 3.73375], [2.17907, 5.26796, 4.05621], [-0.15515, -0.62020, 1.96857], [3.35359, -3.06862, 2.90244], [-3.33253, 0.40294, -5.63735], [-1.52502, 2.94825, -0.14769], [1.91628, 1.74297, -0.24123], [1.23313, -2.92702, -1.53318], [1.23771, 5.01163, -2.40845], [2.02531, -0.55075, -0.74604], [0.52773, -0.32615, -3.65246], [-3.51137, -0.10528, 3.01214], [3.59656, 3.63681, 4.66261], [4.37830, 4.80275, 4.12131], [-3.17133, -3.84804, -1.15231], [-0.86941, -3.82720, -0.23933], [-4.10295, -2.67936, -1.62083], [2.39856, 3.92252, -2.53806], [-0.46818, 3.17161, 0.99810], [1.92722, 0.22777, -1.93874], [2.07910, 0.10213, 1.70013], [0.64200, 1.08410, -5.42036], [4.01392, 3.24941, 5.59065], [-0.70206, -1.55332, 2.24968], [-1.64770, 3.90325, -0.71138], [-3.85357, -4.66829, -0.81048], [-0.61491, 0.20176, 2.56567], [-2.46536, 2.59653, 0.32655], [-1.57779, 1.70691, -5.47346], [-1.93561, 0.74233, -4.01283], [-2.97961, 0.03268, 2.03382], [0.36166, 4.45927, -1.99408], [2.95952, 4.21792, -3.45959], [-4.56488, -1.57550, 1.05481], [3.51903, -2.34637, 4.94457], [4.84003, 5.40066, 4.91007], [2.12389, -3.40648, 4.65892], [2.64400, -3.67047, 2.32653], [-5.89056, -2.06360, 2.19684], [-4.91298, -2.45813, -0.88568], [-0.28102, -0.46681, 0.86599], [-3.66715, 1.13009, -6.40913], [-3.88499, 0.32295, -0.67683], [-0.02149, 0.43844, -3.05547], [-0.16885, 2.18822, 1.44304], [-2.14592, 0.21445, -1.05122], [-0.77472, -4.86999, -0.62830], [-2.41993, -1.53654, -2.61404], [1.95252, 2.84097, 1.62285], [1.06143, -0.62317, -5.79439], [3.15733, -2.41523, -0.57852], [-4.70202, -1.55595, 4.09645], [-2.60441, -4.25871, -2.01625], [-1.06870, 2.21496, -0.85256], [2.20895, 2.03964, -3.59991], [3.85854, 0.76819, 1.98381], [0.05001, -1.31401, -3.47084], [-4.34962, 0.62692, 3.01391], [-2.82517, -0.96664, 0.11503], [-4.02379, 0.53521, -4.76458], [2.74085, 3.74932, 0.31728], [-4.63385, -3.05350, -2.53734], [3.11882, 3.97127, -1.69602], [3.28839, -2.03479, 2.57472], [-0.79090, -3.10260, -2.28450], [1.48176, 5.82601, -1.69702], [-3.48624, -0.64336, -5.98790], [-2.77956, 0.12081, 3.82009], [-0.68080, -1.77759, -1.08096], [-0.84583, 3.88121, 1.76960], [5.14797, 4.49942, 3.41280], [-3.14192, -2.24093, 3.45112], [-4.03639, -0.78976, -2.70752], [0.62683, 2.58228, -2.99358], [-0.21540, -3.72471, 0.65782], [3.51125, 2.81828, 3.94288], [1.48715, -4.00058, -1.33448], [1.43781, -2.71398, -2.60194], [1.73337, -2.34942, 0.49113]], "mulliken_charge": [0.0433, -0.2093, -0.0766, -0.3445, -0.3447, -0.3556, -0.2663, -0.5239, -0.5109, -0.4617, -0.3372, -0.3894, -0.3222, -0.4993, 0.2981, 0.6662, 0.9943, 0.7287, 0.5504, -1.0892, -0.2924, 1.4189, 0.3667, -0.9628, -0.1204, -0.2527, -0.5676, 0.8966, 0.0115, 0.5484, 0.7105, -0.1597, 0.7878, -1.2484, -0.6315, 0.2950, -1.7836, -0.5700, -0.6285, 0.9251, -0.5961, 0.1493, -0.3863, -0.9651, -1.9788, -0.8984, -0.7136, -0.1150, 0.3677, -0.2351, 0.3470, 0.3460, 0.1267, 0.3717, 0.5403, 0.2470, 0.4520, 0.3069, -0.2548, -0.2277, -0.1481, 0.4834, -0.2306, 0.2819, 0.2945, 0.3137, 0.0224, 0.5160, 0.1387, 0.1492, 0.3326, 0.6577, -0.5483, -0.0727, -1.1885, 0.3225, -0.1694, 0.2959, 0.2944, 0.6708, 0.3351, 0.4352, -0.2797, 0.3233, 0.3361, 0.1550, 0.4086, -0.5665, 0.2918, 0.4300, 0.4287, 0.2422, -0.4853, 0.9437, 0.5191, 0.2811, 0.3565, -0.9761, 0.5018, 0.3083, 0.3251, 0.3081, 0.3268, 0.2981, -0.1682, 0.5243, 0.5288, -0.7249], "homo_lumo_gap_ha": 0.270, "charge": 1}